--- P ---
Molecular formula: C4H11NOS
Method: DFT, wB97M-V/def2-TZVPD

## Properties
- Lowest unoccupied orbital energy: 0.803 eV
- Kohn-Sham gap: 9.52 eV

Geometry as XYZ:
```
18
C4H11NOS | the OMol25 dataset | wB97M-V/def2-TZVPD
C -0.489 -0.146 -1.581
C -0.915 0.735 0.754
C 2.062 0.787 1.593
C -0.054 -0.039 -0.167
N -2.302 0.338 0.458
O 2.464 0.391 -1.124
S 1.552 1.091 -0.186
H -0.903 -1.158 -1.696
H -1.225 0.568 -1.963
H 0.430 -0.024 -2.173
H -0.681 0.429 1.759
H -2.999 0.851 1.063
H -0.794 1.847 0.767
H 3.068 0.432 1.496
H 2.155 1.727 2.216
H 1.316 0.260 2.139
H 0.345 -0.930 0.292
H -2.509 0.582 -0.572
```

Atomic partial charges in e from the Löwdin method, atoms 1 to 5:
1. C -0.117
2. C -0.363
3. C -0.226
4. C -0.463
5. N -0.026

--- Q ---
Molecular formula: C4H11NOS
Method: DFT, wB97M-V/def2-TZVPD

## Properties
- Lowest unoccupied orbital energy: 0.639 eV
- SMILES string: C/C=C/C.NSO
- Kohn-Sham gap: 9.11 eV

Geometry as XYZ:
```
18
C4H11NOS | the OMol25 dataset | wB97M-V/def2-TZVPD
C -0.002 1.454 -1.772
C -0.430 1.607 -0.369
C -0.821 0.616 0.381
C -1.290 0.608 1.809
H 0.988 1.230 -1.874
H -0.607 0.632 -2.285
H -0.265 2.365 -2.292
H -0.120 2.607 0.078
H -1.065 -0.194 -0.260
H -1.027 1.548 2.482
H -2.389 0.497 1.847
H -0.955 -0.242 2.301
N 1.367 -1.678 -1.037
S 0.681 -1.452 0.456
O 1.602 -2.426 1.561
H 2.234 -1.413 -1.436
H 0.944 -2.567 -1.391
H 1.155 -3.189 1.802
```

Atomic partial charges in e from the Löwdin method, atoms 1 to 5:
1. C -0.120
2. C -0.213
3. C -0.379
4. C -0.110
5. H 0.029

Structures ranked by computed energy, the most stable listed first: P, Q.

--- P ---
Molecular formula: CH3Br2PS
Method: DFT, wB97M-V/def2-TZVPD

## Properties
- Lowest unoccupied orbital energy: -0.294 eV
- SMILES string: CSP(Br)Br
- Kohn-Sham gap: 8.86 eV

Geometry as XYZ:
```
8
CH3Br2PS | the OMol25 dataset | wB97M-V/def2-TZVPD
C 1.198 0.622 0.646
S 0.623 -0.606 -0.637
P -1.420 -1.038 -0.051
Br -2.594 0.950 -0.662
Br -1.952 -2.325 -1.658
H 0.411 1.351 0.807
H 2.056 0.999 0.120
H 1.677 0.046 1.435
```

Atomic partial charges in e from the Löwdin method, atoms 1 to 5:
1. C -0.421
2. S 0.342
3. P -0.189
4. Br 0.016
5. Br 0.198

--- Q ---
Molecular formula: CH3Br2PS
Method: DFT, wB97M-V/def2-TZVPD

## Properties
- Lowest unoccupied orbital energy (alpha / beta): -1.782 / -1.781 eV
- Kohn-Sham gap (alpha / beta): 7.29 / 7.29 eV

Geometry as XYZ:
```
8
CH3Br2PS | the OMol25 dataset | wB97M-V/def2-TZVPD
C -0.517 1.336 0.434
P 0.423 -1.040 -0.041
S 1.251 -2.262 1.206
Br -1.195 -2.023 -1.187
Br 1.901 -0.315 -1.668
H -1.537 0.732 0.327
H -0.048 1.571 1.283
H -0.278 2.002 -0.353
```

Atomic partial charges in e from the Löwdin method, atoms 1 to 5:
1. C 0.036
2. P -0.445
3. S 0.082
4. Br 0.216
5. Br 0.125

Structures ranked by computed energy, the most stable listed first: P, Q.

--- P ---
Molecular formula: C2H8NO
Method: DFT, wB97M-V/def2-TZVPD

## Properties
- Charge: +1
- Lowest unoccupied orbital energy: -4.835 eV
- Kohn-Sham gap: 11.60 eV

Geometry as XYZ:
```
12
C2H8NO | the OMol25 dataset | wB97M-V/def2-TZVPD
O -0.502 -2.288 0.939
H -0.971 -2.281 1.786
H -0.036 -3.130 1.056
H -0.522 2.327 -1.203
C 0.305 2.188 -0.506
C 0.266 0.819 0.058
N 0.032 -0.208 -0.668
H 1.214 2.394 -1.054
H 0.259 2.896 0.318
H 0.626 0.604 1.051
H -0.044 -0.049 -1.669
H 0.217 -1.157 -0.302
```

Atomic partial charges in e from the Löwdin method, atoms 1 to 5:
1. O -0.048
2. H 0.078
3. H 0.079
4. H 0.107
5. C -0.009

--- Q ---
Molecular formula: C2H8NO
Method: DFT, wB97M-V/def2-TZVPD

## Properties
- Charge: +1
- Lowest unoccupied orbital energy: -4.997 eV
- Kohn-Sham gap: 11.74 eV

Geometry as XYZ:
```
12
C2H8NO | the OMol25 dataset | wB97M-V/def2-TZVPD
O -0.817 0.740 2.493
H -0.403 1.563 2.794
H -1.397 0.436 3.206
H -0.164 -0.266 -2.875
C 0.522 -0.223 -2.034
C -0.169 -0.536 -0.771
N 0.295 -0.258 0.400
H 0.963 0.774 -2.038
H 1.355 -0.915 -2.210
H -1.140 -1.038 -0.798
H 1.285 -0.297 0.601
H -0.328 0.021 1.233
```

Atomic partial charges in e from the Löwdin method, atoms 1 to 5:
1. O -0.015
2. H 0.098
3. H 0.100
4. H 0.097
5. C -0.019

--- R ---
Molecular formula: C2H8NO
Method: DFT, wB97M-V/def2-TZVPD

## Properties
- Charge: +1
- Lowest unoccupied orbital energy: -5.152 eV
- Kohn-Sham gap: 11.55 eV

Geometry as XYZ:
```
12
C2H8NO | the OMol25 dataset | wB97M-V/def2-TZVPD
O -0.482 1.616 1.580
H -0.307 0.343 0.468
H -0.135 1.347 2.438
H -0.781 2.530 1.690
C 0.297 -1.587 -0.149
C 0.057 0.367 -1.530
N -0.191 -0.202 -0.417
H 0.169 -2.201 -1.022
H -0.223 -1.982 0.717
H 1.340 -1.467 0.174
H -0.458 1.312 -1.687
H 0.715 -0.077 -2.261
```

Atomic partial charges in e from the Löwdin method, atoms 1 to 5:
1. O -0.029
2. H 0.107
3. H 0.079
4. H 0.090
5. C 0.009

Structures ranked by computed energy, the most stable listed first: P, Q, R.

--- P ---
Molecular formula: C2H2Cl3NO
Method: DFT, wB97M-V/def2-TZVPD

## Properties
- Lowest unoccupied orbital energy: -0.415 eV
- SMILES string: O=NCC(Cl)(Cl)Cl
- Kohn-Sham gap: 9.28 eV

Geometry as XYZ:
```
9
C2H2Cl3NO | the OMol25 dataset | wB97M-V/def2-TZVPD
O -1.480 -0.383 -1.773
N -0.597 -0.872 -1.135
C -0.160 0.141 -0.063
C -1.218 1.111 0.358
Cl -0.883 1.876 1.923
Cl -2.739 0.049 0.547
Cl -1.459 2.465 -0.879
H 0.808 0.634 -0.606
H 0.337 -0.310 0.758
```

Atomic partial charges in e from the Löwdin method, atoms 1 to 5:
1. O -0.112
2. N -0.030
3. C -0.354
4. C -1.456
5. Cl 0.586

--- Q ---
Molecular formula: C2H2Cl3NO
Method: DFT, wB97M-V/def2-TZVPD

## Properties
- Lowest unoccupied orbital energy (alpha / beta): -0.522 / 0.226 eV
- Kohn-Sham gap (alpha / beta): 7.99 / 8.74 eV

Geometry as XYZ:
```
9
C2H2Cl3NO | the OMol25 dataset | wB97M-V/def2-TZVPD
C 1.211 0.225 0.283
C -1.481 -0.207 0.445
N 1.410 0.499 -1.009
O 1.725 -0.827 -0.449
Cl -1.351 -1.058 -1.090
Cl -1.721 -1.194 1.777
Cl -2.049 1.445 0.420
H 1.617 0.668 1.182
H 0.640 0.450 -1.561
```

Atomic partial charges in e from the Löwdin method, atoms 1 to 5:
1. C -0.213
2. C -1.644
3. N 0.054
4. O -0.037
5. Cl 0.569

Structures ranked by computed energy, the most stable listed first: P, Q.